Molecular formula: C26H47BI2NO19S4
Method: DFT, ωB97M-V/def2-TZVPD

## Properties
Orbital gap ... 7.150 eV
E ... -128331.7207 eV
F_max ... 0.0940 hartree/bohr
LUMO ... 1.61 eV
Total charge ... -1

Structure (XYZ):
```
100
Properties=species:S:1:pos:R:3:forces:R:3:lowdin_charge:R:1
C 7.78700 0.86436 -1.00740 0.400 -0.559 0.528 -0.128
O 6.68546 0.30298 -1.71895 -0.009 0.585 -0.459 -0.238
C 5.64039 1.27406 -1.92587 0.039 1.418 0.894 -0.204
C 4.88103 1.65100 -0.56532 0.492 1.077 -0.923 -0.177
C 3.31766 1.80237 -0.72736 1.093 0.048 -0.457 -0.176
B 2.44318 1.52659 0.66484 -0.655 0.324 -1.596 -0.833
C 0.85473 1.62891 0.13614 -0.682 -0.688 0.446 -0.164
C -0.03100 0.36045 0.47120 -1.166 0.657 -0.877 -0.215
C -1.57931 0.74181 0.27570 1.253 -1.046 -0.077 -0.190
C -2.40186 -0.49698 -0.23308 0.128 0.864 -0.476 -0.127
N -3.80864 -0.06046 -0.48648 -0.115 -0.430 0.138 -0.145
C -4.62372 -0.53312 -1.51955 -2.881 2.602 1.051 -0.067
C -5.86172 0.21829 -1.36773 -0.146 0.434 0.351 -0.114
C -5.80554 1.14325 -0.20068 3.660 -2.904 -1.231 -0.082
C -4.45762 0.87049 0.29278 -2.719 1.266 -0.229 -0.129
C 2.84700 0.04561 1.24429 1.035 -0.646 0.645 -0.150
C 2.97196 -1.09013 0.15177 -0.487 -0.816 -0.035 -0.097
C 4.42430 -1.60412 -0.07574 0.745 -0.289 -0.349 -0.474
O 5.29418 -1.65136 0.76711 -0.781 0.276 -0.099 0.061
O 4.75924 -2.10266 -1.34210 -0.909 0.775 0.675 0.038
C 2.84886 2.66466 1.77818 1.301 -0.902 1.164 -0.637
I 2.34547 4.72636 1.16376 0.088 -0.496 0.261 0.785
C 2.35590 2.46341 3.26391 -1.132 1.592 -0.536 -0.774
C 0.92420 1.86389 3.46817 -0.347 0.094 1.201 -0.174
I 3.80033 1.37423 4.52641 -0.388 0.274 -0.312 0.789
H 7.62307 0.73121 0.09587 0.166 0.363 -0.824 0.092
H 8.71176 0.28579 -1.27264 -0.852 0.412 0.131 0.086
H 7.98467 1.94363 -1.24134 -0.395 -0.802 0.096 0.090
H 4.91043 0.98962 -2.72305 0.777 -0.474 0.737 0.117
H 6.16075 2.21149 -2.30137 -0.637 -0.845 0.202 0.110
H 5.28130 2.67851 -0.29884 -0.358 -1.078 0.049 0.110
H 5.22762 0.96932 0.25175 -0.507 0.290 -0.724 0.096
H 3.13230 2.84430 -1.13520 0.048 -1.027 0.404 0.074
H 3.00117 1.10912 -1.56601 0.136 0.540 0.869 0.088
H 0.81889 1.74919 -0.99070 -0.037 -0.046 1.100 0.102
H 0.31160 2.52021 0.55639 0.441 -0.588 -0.373 0.053
H 0.22371 -0.46866 -0.25470 -0.190 0.668 0.909 0.105
H 0.05368 -0.01100 1.52167 0.301 0.209 -0.903 0.090
H -1.90813 1.13166 1.27691 -0.040 -0.280 -1.108 0.099
H -1.64340 1.53358 -0.51546 -0.119 -0.552 0.835 0.119
H -1.98484 -0.78606 -1.24146 -0.396 0.199 1.078 0.131
H -2.34988 -1.39792 0.42783 -0.138 0.836 -0.358 0.129
H -4.40523 -1.28708 -2.30302 0.268 0.829 1.148 0.082
H -6.80175 0.19064 -1.99932 1.712 -0.372 0.662 0.057
H -6.53857 1.85805 0.21661 0.639 -0.724 -0.464 0.071
H -4.05298 1.40971 1.17581 0.182 -0.936 -1.012 0.106
H 2.17745 -0.33360 2.07010 0.619 0.360 -0.828 0.080
H 3.86898 0.12429 1.72725 -1.032 -0.229 -0.416 0.059
H 2.45274 -0.85053 -0.81906 0.836 -0.151 0.900 0.116
H 2.40027 -1.98391 0.55591 0.692 0.679 -0.496 0.115
H 5.73698 -2.09794 -1.39058 -0.542 0.069 0.293 0.105
H 3.97962 2.68626 1.83706 -1.155 0.316 -0.144 0.042
H 2.33307 3.48935 3.73241 0.269 -1.242 -0.197 0.026
H 0.15866 2.25611 2.73956 1.109 -0.472 0.416 0.082
H 0.56320 2.22297 4.48028 0.384 -0.422 -0.951 0.073
H 0.89314 0.74184 3.53821 0.102 1.134 -0.475 0.062
C 6.24710 4.87323 5.46328 -0.551 -0.336 0.011 -0.173
C 6.56258 4.27521 4.10745 0.505 -0.319 0.141 -0.183
O 6.28440 5.32073 3.17081 -0.202 0.661 0.459 -0.194
S 6.60591 6.74475 3.85581 -0.138 -0.672 -0.004 0.615
O 7.90922 7.15649 3.45240 -0.364 0.216 0.162 -0.233
O 5.46349 7.57967 3.71969 0.449 0.004 -0.124 -0.223
O 6.69323 6.23097 5.38553 0.296 0.119 -0.545 -0.197
H 5.17087 4.87707 5.65288 0.032 -0.076 -0.025 0.129
H 6.75505 4.35163 6.27294 0.103 0.227 -0.022 0.134
H 5.96075 3.39424 3.89433 -0.131 0.195 -0.178 0.056
H 7.62302 4.02020 4.02398 -0.027 -0.019 0.052 0.133
C -6.11956 -5.09479 -4.41388 -0.523 0.238 0.217 -0.169
C -5.94447 -4.08294 -5.53057 0.011 -0.399 -0.403 -0.174
O -4.95185 -3.17587 -5.05074 0.090 -0.211 0.612 -0.186
S -3.91483 -3.97572 -4.10367 -0.278 -0.097 -0.162 0.632
O -2.77406 -4.32333 -4.87893 -0.154 0.066 0.398 -0.216
O -3.82207 -3.28795 -2.86355 0.255 -0.217 -0.462 -0.226
O -4.80611 -5.30671 -3.89193 0.339 0.359 -0.426 -0.186
H -6.74488 -4.69448 -3.61186 -0.016 0.005 -0.059 0.135
H -6.54356 -6.03277 -4.76929 0.250 -0.052 0.065 0.133
H -6.86767 -3.55489 -5.76206 0.160 0.195 0.140 0.135
H -5.55970 -4.55708 -6.43783 -0.068 -0.026 0.017 0.131
C 2.45034 -5.40094 0.44184 0.414 0.538 -0.102 -0.164
C 2.75317 -5.56658 1.91785 0.240 -0.525 -0.066 -0.169
O 1.59497 -5.06395 2.58781 -0.418 0.209 -0.503 -0.189
S 0.28944 -5.35528 1.68076 0.451 0.061 -0.114 0.620
O -0.33403 -6.54373 2.15832 -0.080 0.354 -0.199 -0.230
O -0.41805 -4.13541 1.50789 -0.016 -0.402 0.240 -0.218
O 1.06028 -5.70914 0.30603 -0.210 -0.207 0.675 -0.188
H 2.60355 -4.36774 0.12029 0.063 -0.044 0.007 0.120
H 3.04914 -6.06533 -0.17906 -0.242 -0.069 -0.024 0.136
H 3.64325 -5.01957 2.22385 -0.223 0.172 0.096 0.138
H 2.86609 -6.62172 2.18290 0.044 0.021 -0.040 0.130
C -11.36299 0.94268 -3.02709 -0.488 0.154 0.227 -0.174
C -10.56224 1.43052 -1.83424 0.359 0.398 -0.335 -0.171
O -10.18878 0.24336 -1.13321 -0.390 -0.526 -0.361 -0.184
S -9.98013 -0.95682 -2.19350 0.029 0.416 0.113 0.625
O -8.59253 -1.06303 -2.48326 -0.584 -0.393 -0.135 -0.228
O -10.76617 -2.06640 -1.77701 0.346 0.164 -0.045 -0.221
O -10.70530 -0.25086 -3.45552 0.431 -0.011 0.379 -0.192
H -12.38527 0.68424 -2.73874 0.019 0.052 0.005 0.132
H -11.38864 1.67356 -3.83389 0.147 -0.196 -0.080 0.134
H -11.13739 2.09250 -1.18956 0.035 -0.235 0.149 0.135
H -9.64736 1.93793 -2.15203 -0.064 0.038 -0.011 0.135
```
Forces are in eV/Å.